1.
ORCA calculation (the ωB97M-V functional and the def2-TZVPD basis) on a structure of composition C9H31FN11O6V in a non-equilibrium geometry.

Structure (XYZ):
```
59
C9H31FN11O6V (the ωB97M-V functional and the def2-TZVPD basis)
V 0.37150 0.01049 0.28815
F 2.07191 0.78745 1.06970
O 1.54114 0.50420 -1.59237
O -0.33652 1.96455 -0.47815
O 2.08053 -1.97614 -0.28736
O -0.32296 -1.23111 -1.26765
O -0.42695 1.11119 2.09861
O -1.82568 0.01112 0.24104
N -3.97896 -0.06889 0.87819
N 0.51711 4.08397 -0.56161
N -0.54449 2.10071 4.16857
N 0.03777 -1.62954 1.69580
N -1.68895 3.76192 -0.85794
N 1.82882 1.78016 -3.43321
N 3.52179 1.50510 -1.89283
N -0.82847 -1.52986 -3.47205
N -1.87474 2.84037 2.56348
N -1.24590 -3.16546 -1.96649
N -3.37636 0.69625 -1.21616
C 1.90541 -2.88071 0.80924
C 1.31416 -2.29090 2.05068
C -0.48482 3.17276 -0.64677
C -0.67381 -1.96400 -2.19351
C -3.03844 0.18139 -0.01081
C 2.30240 1.19066 -2.29789
C 1.07529 -3.33567 3.13443
C -0.91179 1.94259 2.85421
C 2.74182 -2.56162 -1.41173
H 1.97868 -3.83306 3.48529
H 1.34843 -3.74113 0.41792
H 1.97669 -1.49123 2.38979
H 1.38132 3.94128 -0.06709
H 0.64905 -2.91183 4.04703
H 2.52136 2.41265 -3.80052
H -1.00932 2.74290 4.77843
H 0.85941 1.85358 -3.66817
H 3.91333 2.32438 -2.32530
H -1.13571 -3.52895 -1.03478
H -2.31871 2.68710 1.67257
H -4.93163 0.21480 0.72303
H -4.35988 0.73098 -1.43119
H -2.66544 0.71587 -1.92465
H 1.95057 -2.99964 -2.02702
H 0.33112 5.00643 -0.91311
H -1.64724 4.76002 -0.77183
H 3.84150 1.08916 -1.03204
H -1.42881 -3.74252 -2.76941
H -1.12837 -2.04187 -4.28034
H -0.26227 -1.53209 2.67067
H -3.63099 -0.37553 1.77196
H 0.17711 1.49590 4.52523
H 3.37390 -1.92375 -2.02308
H 0.35485 -4.07378 2.77485
H -2.08846 3.55869 3.22431
H -0.69985 -2.31601 1.52127
H 2.85367 -3.31421 1.14516
H -2.52636 3.20681 -0.83146
H -0.75732 -0.52471 -3.47825
H 3.32853 -3.40122 -1.03482
```

Output
- HOMO level (spin up / spin down): -0.543 / -0.544 Eh
- ⟨S²⟩: 2.01
- Energy relative to the best compared isomer or geometry (same formula, charge and spin): 0.00 kcal per mole
- 2S+1: 3
- Total charge: +2
- LUMO (spin up / spin down): -0.20942 / -0.17336 Ha

Mulliken population analysis, charges in e, atoms 1 to 8: 1.460 -0.597 -0.274 -0.546 -0.040 -0.366 -0.397 -0.020

2.
ORCA calculation (the ωB97M-V functional and the def2-TZVPD basis) on a structure of composition C17H33AlBClF3N3O4P.

Structure (XYZ):
```
64
C17H33AlBClF3N3O4P (the ωB97M-V functional and the def2-TZVPD basis)
Cl -0.08404 -3.63804 -2.38458
P -1.11802 -1.99668 -3.28223
Al 0.47315 -0.13125 -3.13166
F 0.18411 -3.12960 1.89518
F 0.63405 -1.09779 2.50330
F -0.52250 -1.45406 0.72767
O -2.27151 -1.72841 -2.11535
O -2.85590 1.84260 -3.22556
O 2.48266 -0.79555 0.46825
O -2.40453 1.20053 -1.01514
N 2.35871 5.48309 -2.50669
N 3.47093 -5.08921 -0.24661
N -2.91526 3.07943 1.30222
C -4.00555 3.39881 1.12904
C 2.07483 -0.44509 -1.97782
C 1.40437 5.41065 -0.07827
C 0.52265 -1.90473 1.42560
C 1.81986 -2.00581 0.64140
C -5.80478 1.69694 -0.50087
C 2.47447 5.01352 0.94659
C 1.93985 0.07457 -0.54838
C 1.92819 5.41867 -1.44145
C -6.25218 2.47170 0.73389
C -0.39582 1.60972 -2.55467
C 2.96411 3.58553 0.75715
C -5.41155 3.73789 0.95081
C 2.82106 -6.17565 3.00831
C 2.81572 -5.40856 0.64332
C 1.98708 -5.81522 1.77463
C 3.77600 -7.33475 2.75769
B -1.89230 1.55671 -2.24986
H -5.74115 4.30149 1.82516
H 0.55322 4.72711 -0.03514
H 2.04618 5.12299 1.94515
H 0.89942 -0.01400 -4.68754
H 1.03155 6.41724 0.12175
H -3.58094 1.20860 -3.21954
H 3.41387 3.44986 -0.22793
H -6.17561 1.84222 1.62283
H 3.30200 5.72309 0.87612
H 4.33084 -7.58540 3.66226
H 3.37850 -5.29239 3.32659
H 0.14976 1.98422 -1.67447
H -6.43075 0.81683 -0.65080
H -0.18442 2.28519 -3.39405
H 2.47543 -2.64363 1.24184
H 1.38448 -6.66855 1.45425
H 2.50481 1.00248 -0.41797
H -7.29890 2.77021 0.64281
H 4.49678 -7.08361 1.97832
H 2.13129 -6.42391 3.81715
H 1.58994 -2.51951 -0.30286
H -5.87583 2.31790 -1.39662
H 2.88179 0.09863 -2.48906
H 2.39556 -1.49418 -1.96533
H 3.71106 3.32033 1.50534
H -3.05569 -2.23803 -2.34921
H 1.29557 -4.99961 1.99413
H 0.89780 0.31169 -0.28880
H 2.13742 2.87933 0.84680
H -1.83500 1.42022 -0.27165
H 3.23387 -8.22736 2.43821
H -5.49324 4.39323 0.08025
H -4.76747 1.36739 -0.41388
```

Output
- HOMO level: -0.149 Eh
- Total charge: -1
- LUMO: 0.08864 Ha

Mulliken population analysis, charges in e, atoms 1 to 8: -0.349 0.085 0.133 -0.337 -0.325 -0.184 -0.379 -0.614

3.
ORCA calculation (the ωB97M-V functional and the def2-TZVPD basis) on a cluster of 2 separate species, C4H10N2O in total in a non-equilibrium geometry.

Structure (XYZ):
```
17
C4H10N2O (the ωB97M-V functional and the def2-TZVPD basis)
O 3.72188 -0.34862 0.11962
N -0.66679 -0.87638 0.59642
N 1.56898 0.22116 0.22651
C 1.62216 1.57600 -0.15736
C -1.42565 0.28771 0.79629
C 2.55370 -0.62970 0.35682
C -0.79474 -1.51520 -0.64768
H 0.12049 -2.06480 -0.87121
H 2.50114 2.06368 0.27745
H -1.72243 0.81399 -0.12355
H -0.88532 0.96162 1.46488
H 1.64804 1.69007 -1.24708
H -1.06269 -0.85236 -1.48114
H 2.23547 -1.62560 0.70387
H -2.33832 0.00108 1.33904
H 0.72927 2.07754 0.22901
H -1.59043 -2.27077 -0.53779
```

Output
- HOMO level (spin up / spin down): -0.353 / -0.334 Eh
- Energy relative to the best compared isomer or geometry (same formula, charge and spin): 127.42 kcal per mole
- LUMO (spin up / spin down): -0.01654 / -0.06563 Ha

Mulliken population analysis, charges in e, atoms 1 to 8: -0.592 -0.233 0.036 -0.832 -0.752 -0.009 -0.677 0.239

4.
ORCA calculation (the ωB97M-V functional and the def2-TZVPD basis) on a structure of composition C41H42BrCuGeNO4SeTe.

Structure (XYZ):
```
93
C41H42BrCuGeNO4SeTe (the ωB97M-V functional and the def2-TZVPD basis)
Te 4.71907 0.86136 0.35523
Br -4.19738 -2.22420 -2.16138
Se 1.47802 2.32444 2.30692
Ge 0.76018 5.41972 1.33419
Cu 0.46974 1.88068 0.24143
O -1.11869 2.20172 -3.01822
O -0.62813 3.01874 -0.98623
O -0.10553 -0.02281 0.95499
O -0.78943 -1.52702 3.19208
N 1.69111 0.63177 -1.10858
C -1.16156 5.09603 1.30728
C -2.71399 0.19274 -1.84536
C 0.29064 -1.34228 -1.00110
C -3.74392 -3.09245 1.88302
C -0.95635 -4.86811 -1.82417
C 4.06267 1.05811 -1.67749
C -1.40718 -2.12641 2.32714
C -4.91481 -3.67270 2.35260
C 2.87545 -1.80925 -4.77561
C 2.13003 -1.22949 -5.79304
C -1.25205 2.24361 -1.79388
C -3.79100 0.78757 0.64859
C 2.63740 -3.51012 1.06608
C 1.11395 7.24576 1.97528
C 1.07660 -0.38233 -5.47614
C -5.03839 -4.00503 3.69402
C -0.15667 2.07046 3.32821
C 1.50590 5.19383 -0.45166
C -0.96452 -2.21179 0.92205
C 0.76160 -0.11207 -4.15077
C 0.00630 -2.54266 -1.64705
C 2.21178 -2.41093 1.79726
C -1.16497 -3.39533 0.21989
C -2.82752 -3.15140 4.09746
C 1.51011 -0.69195 -3.13052
C 2.81043 -1.17111 1.60579
C 2.61280 1.49531 -1.84187
C -2.82141 1.60715 0.09378
C -3.65824 -0.63115 -1.26253
C -0.23794 -1.10898 0.32905
C -0.70616 -3.58668 -1.07181
C 4.29509 -2.14144 -0.01785
C -3.98881 -3.74422 4.56678
C -2.68790 -2.82605 2.75031
C -2.29461 1.32729 -1.16045
C 1.69183 4.24232 2.60214
C 3.68029 -3.37459 0.15843
C 2.56592 -1.53993 -3.44935
C 3.84843 -1.03056 0.69294
C -4.22394 -0.34149 -0.03238
C 1.17773 -0.38740 -1.69084
H 2.14563 -4.46753 1.19028
H -5.73005 -3.86284 1.66383
H -2.28879 -0.02249 -2.81600
H 1.25103 6.05919 -1.06704
H -3.65987 -2.83211 0.83711
H 2.76357 4.43947 2.52953
H 5.11986 -2.04200 -0.71476
H -1.67868 -4.21504 0.71078
H 0.04392 2.19851 4.39053
H -0.04642 0.56860 -3.90123
H 4.73087 1.79419 -2.12850
H -1.49235 -4.68361 -2.75914
H 0.49415 0.07818 -6.26461
H -0.91435 2.77408 2.98743
H 2.37535 1.54941 -2.90952
H 3.69606 -2.47575 -5.01303
H -4.97880 -0.98898 0.39150
H 2.50052 2.50161 -1.43503
H -0.45639 1.04435 3.11805
H -2.45932 2.47375 0.62982
H 0.64821 7.97803 1.31254
H 4.24992 0.09714 -2.15632
H 2.18688 7.44587 2.00419
H -1.35073 4.17245 0.75753
H 0.71092 7.38926 2.97979
H 2.59372 5.10350 -0.41557
H -4.07993 -3.99894 5.61570
H 1.07267 4.31003 -0.92086
H 4.01627 -4.23018 -0.41604
H 3.12964 -2.00553 -2.64944
H -0.02476 -5.38232 -2.07782
H -2.00685 -2.91979 4.76386
H -1.58034 5.03517 2.31310
H -4.20636 1.01289 1.62368
H 1.38465 -2.48996 2.49210
H -5.95051 -4.46168 4.05979
H 2.43191 -0.31019 2.14119
H 2.36981 -1.43731 -6.82883
H -1.56202 -5.55402 -1.22897
H 1.39730 4.44612 3.63318
H 0.37841 -2.68991 -2.65390
H -1.65669 5.91169 0.77647
```

Output
- HOMO level: -0.163 Eh
- Total charge: -1
- LUMO: 0.07972 Ha

Mulliken population analysis, charges in e, atoms 1 to 8: 0.194 -0.182 -0.202 0.604 0.322 -0.867 -0.515 0.251